## one
{"formula": "C3H8NO", "method": "ωB97M-V with the def2-TZVPD basis set", "species": ["C", "C", "C", "N", "O", "H", "H", "H", "H", "H", "H", "H", "H"], "positions_angstrom": [[2.028, -0.224, -0.547], [-1.329, -0.995, 0.261], [-0.883, 0.187, -0.329], [-1.127, 1.384, -0.035], [3.076, 0.054, 0.242], [2.240, -1.225, -0.917], [-2.349, -1.307, -0.312], [-1.685, -0.918, 1.385], [-0.634, -1.786, 0.007], [-0.133, 0.199, -1.231], [3.009, 0.809, 0.838], [-1.617, 1.625, 0.903], [-0.595, 2.197, -0.267]], "spin_multiplicity": 3, "charge": 1, "gap_ev": [6.645, 11.402]}



## two
{"formula": "C3H8NO", "method": "ωB97M-V with the def2-TZVPD basis set", "species": ["C", "C", "C", "N", "O", "H", "H", "H", "H", "H", "H", "H", "H"], "positions_angstrom": [[1.657, 0.774, 0.032], [0.286, 0.261, -0.477], [-2.022, -0.102, 0.097], [1.184, -0.647, 0.252], [-0.733, 0.625, 0.273], [2.323, 0.862, -0.808], [1.577, 1.516, 0.767], [0.013, -0.144, -1.421], [-1.920, -1.115, 0.542], [-2.027, -0.291, -0.989], [-2.876, 0.489, 0.559], [1.704, -1.467, -0.074], [0.834, -0.761, 1.246]], "spin_multiplicity": 3, "charge": 1, "gap_ev": [5.241, 7.543]}



It comes down to one, which is 92.0 kcal/mol more stable than the next structure.



## one
{"formula": "C12H16NO", "method": "ωB97M-V with the def2-TZVPD basis set", "species": ["C", "C", "C", "C", "C", "C", "C", "C", "C", "C", "C", "C", "N", "O", "H", "H", "H", "H", "H", "H", "H", "H", "H", "H", "H", "H", "H", "H", "H", "H"], "positions_angstrom": [[-3.478, -0.821, 0.267], [-3.750, 0.573, 0.312], [-2.185, -1.243, -0.059], [-2.713, 1.460, 0.253], [-1.122, -0.338, -0.091], [-1.403, 1.040, 0.010], [2.436, 1.074, 0.803], [2.435, -0.397, 0.992], [2.084, 1.587, -0.574], [0.963, -1.073, 1.055], [0.690, 1.239, -0.822], [0.471, -1.611, -1.356], [0.292, -0.674, -0.265], [-0.301, 1.870, -0.206], [-4.153, -1.563, 0.324], [-4.829, 0.711, 0.619], [-1.899, -2.219, -0.199], [-2.950, 2.569, 0.262], [1.862, 1.421, 1.637], [3.452, 1.563, 1.117], [3.056, -0.815, 0.137], [2.893, -0.647, 2.005], [2.087, 2.602, -0.770], [2.603, 1.079, -1.409], [1.004, -2.064, 1.095], [0.418, -0.601, 1.813], [0.591, 1.033, -1.894], [-0.435, -1.985, -1.669], [0.897, -1.182, -2.284], [0.983, -2.589, -1.103]], "charge": 1, "gap_ev": 9.287}



## two
{"formula": "C12H16NO", "method": "ωB97M-V with the def2-TZVPD basis set", "species": ["C", "C", "C", "C", "N", "C", "C", "O", "H", "H", "H", "H", "H", "H", "H", "H", "H", "H", "C", "C", "C", "C", "C", "C", "H", "H", "H", "H", "H", "H"], "positions_angstrom": [[0.970, 1.116, -0.086], [-0.324, 1.325, -0.157], [-1.877, 1.743, -0.022], [-2.816, 0.396, -0.130], [-4.188, 0.800, 0.325], [-4.673, 2.143, -0.137], [-3.564, 3.156, -0.712], [-2.318, 2.566, -1.167], [2.122, 1.246, -0.035], [-2.068, 2.292, 0.991], [-2.812, 0.141, -1.268], [-2.356, -0.457, 0.510], [-4.282, 0.687, 1.364], [-4.854, 0.089, -0.070], [-5.147, 2.661, 0.796], [-5.564, 2.027, -0.880], [-3.336, 4.031, 0.027], [-4.038, 3.677, -1.642], [5.338, -3.090, 0.818], [4.072, -3.667, 0.875], [2.994, -3.045, 0.253], [3.183, -1.850, -0.436], [4.450, -1.275, -0.497], [5.526, -1.892, 0.134], [6.178, -3.574, 1.306], [3.926, -4.603, 1.407], [2.006, -3.492, 0.304], [2.343, -1.367, -0.926], [4.598, -0.344, -1.035], [6.512, -1.441, 0.091]], "charge": 1, "gap_ev": 7.378}



It comes down to one, which is 57.9 kcal/mol more stable than the next structure.



## one
{"formula": "C19H23N3O3", "method": "ωB97M-V with the def2-TZVPD basis set", "species": ["C", "O", "C", "C", "C", "N", "C", "C", "C", "C", "O", "N", "C", "C", "C", "C", "C", "C", "C", "C", "C", "N", "O", "C", "C", "H", "H", "H", "H", "H", "H", "H", "H", "H", "H", "H", "H", "H", "H", "H", "H", "H", "H", "H", "H", "H", "H", "H"], "positions_angstrom": [[-2.615, 6.590, 3.237], [-2.718, 5.454, 2.345], [-2.845, 4.173, 2.979], [-1.460, 3.654, 3.365], [-0.662, 3.300, 2.116], [-1.408, 2.396, 1.229], [-0.633, 1.569, 0.385], [-1.084, 0.736, -0.591], [0.067, 0.005, -1.151], [-0.092, -1.135, -2.114], [-1.214, -1.485, -2.425], [0.976, -1.774, -2.786], [0.944, -2.968, -3.560], [2.408, -3.216, -3.164], [2.708, -4.353, -2.213], [2.077, -4.462, -0.953], [2.335, -5.542, -0.099], [3.186, -6.558, -0.545], [3.808, -6.471, -1.794], [3.592, -5.354, -2.631], [2.381, -1.811, -2.499], [1.167, 0.455, -0.533], [0.749, 1.460, 0.417], [-2.768, 2.827, 0.795], [-3.517, 3.173, 2.071], [-3.368, 7.336, 2.993], [-1.643, 7.077, 3.079], [-2.671, 6.307, 4.275], [-3.459, 4.316, 3.882], [-1.565, 2.752, 3.975], [-0.922, 4.425, 3.939], [0.296, 2.817, 2.337], [-0.423, 4.213, 1.579], [-2.156, 0.577, -0.854], [0.239, -3.779, -3.214], [0.762, -2.753, -4.623], [3.084, -3.216, -4.054], [1.353, -3.735, -0.667], [1.866, -5.674, 0.861], [3.333, -7.447, 0.085], [4.447, -7.245, -2.112], [4.059, -5.311, -3.621], [2.952, -1.055, -3.079], [2.676, -1.807, -1.465], [-2.737, 3.705, 0.158], [-3.279, 2.048, 0.204], [-4.510, 3.569, 1.796], [-3.714, 2.217, 2.645]], "gap_ev": 8.941}



## two
{"formula": "C19H23N3O3", "method": "ωB97M-V with the def2-TZVPD basis set", "species": ["C", "C", "C", "C", "N", "C", "O", "N", "C", "C", "C", "C", "C", "C", "C", "O", "N", "C", "C", "C", "C", "O", "C", "C", "C", "H", "H", "H", "H", "H", "H", "H", "H", "H", "H", "H", "H", "H", "H", "H", "H", "H", "H", "H", "H", "H", "H", "H"], "positions_angstrom": [[-7.425, -3.102, -0.960], [-7.120, -1.638, -0.670], [-5.687, -1.444, -0.181], [-5.388, 0.026, 0.116], [-4.032, 0.227, 0.568], [-3.097, 0.850, -0.202], [-3.355, 1.362, -1.270], [-1.849, 0.827, 0.387], [-0.695, 1.477, -0.003], [-0.668, 2.389, -1.060], [0.491, 3.071, -1.365], [1.644, 2.874, -0.618], [1.644, 1.947, 0.402], [0.499, 1.210, 0.701], [0.519, 0.205, 1.786], [-0.441, -0.006, 2.524], [1.666, -0.495, 1.993], [2.763, -0.715, 1.143], [2.618, -0.813, -0.235], [3.716, -1.042, -1.044], [4.980, -1.199, -0.485], [6.124, -1.426, -1.186], [6.051, -1.499, -2.589], [5.119, -1.135, 0.903], [4.025, -0.897, 1.705], [-7.297, -3.704, -0.063], [-8.449, -3.218, -1.307], [-6.757, -3.485, -1.728], [-7.272, -1.048, -1.576], [-7.813, -1.265, 0.088], [-4.990, -1.801, -0.942], [-5.529, -2.036, 0.724], [-6.082, 0.402, 0.876], [-5.501, 0.624, -0.791], [-3.752, -0.237, 1.417], [-1.750, 0.354, 1.284], [-1.573, 2.558, -1.617], [0.489, 3.781, -2.179], [2.538, 3.440, -0.833], [2.538, 1.798, 0.989], [1.663, -1.031, 2.853], [1.643, -0.707, -0.684], [3.567, -1.106, -2.110], [5.679, -0.565, -3.022], [7.071, -1.671, -2.928], [5.417, -2.330, -2.917], [6.100, -1.272, 1.328], [4.144, -0.846, 2.777]], "gap_ev": 8.741}



It comes down to two, which is 105.2 kcal/mol more stable than the next structure.